The following is a quantum chemistry calculation of C9H17N3O4 in the gas phase in a non-equilibrium geometry, from OMol25.

Summary:
SMILES ... CC(C)[C@H](NC(=O)[C@@H](N)CC(N)=O)C(=O)O
Frontier orbital gap ... 9.98 eV
DFT total energy ... -22268.9199 eV
Multiplicity ... 1

Structure (XYZ):
```
33
C9H17N3O4, DFT ωB97M-V with the def2-TZVPD basis set
C -1.46 1.87 -0.26
C -1.81 0.55 -0.83
C -3.29 0.33 -0.91
C -1.03 -0.44 0.08
N -0.27 -1.36 -0.74
C 1.01 -1.78 -0.57
O 1.46 -2.66 -1.20
C 1.87 -1.10 0.55
N 2.97 -1.98 0.93
C 2.46 0.16 -0.02
C 1.90 1.49 0.65
N 2.06 2.54 -0.20
O 1.31 1.60 1.71
C -1.93 -1.01 1.14
O -2.58 -0.33 1.95
O -1.96 -2.35 1.27
H -0.48 2.29 -0.44
H -1.70 1.64 0.81
H -2.11 2.72 -0.62
H -1.21 0.59 -1.79
H -3.66 0.88 -1.74
H -3.66 -0.70 -0.96
H -3.75 0.66 0.05
H -0.20 0.26 0.53
H -0.79 -1.82 -1.48
H 1.23 -0.87 1.43
H 2.64 -2.88 1.17
H 3.76 -1.94 0.29
H 3.57 0.26 0.16
H 2.27 0.00 -1.11
H 2.78 2.60 -0.92
H 1.80 3.43 0.29
H -1.22 -2.64 0.76
```

Results of the Löwdin charge analysis, in e, for atoms 1 through 2: C -0.0926; C -0.3902

The following is a quantum chemistry calculation of 2 unconnected molecules or ions with the total composition C2H11N2O in a non-equilibrium geometry, from OMol25.

Summary:
Frontier orbital gap ... 11.47 eV
Net charge ... +1
DFT total energy ... -7273.3311 eV
Multiplicity ... 1

Structure (XYZ):
```
16
C2H11N2O, DFT ωB97M-V with the def2-TZVPD basis set
C 2.09 0.64 -0.46
N 1.16 0.42 0.69
H 1.53 1.09 -1.28
H 2.39 -0.34 -0.83
H 2.81 1.42 -0.27
H 1.71 -0.19 1.30
H 1.03 1.23 1.29
H 0.27 -0.15 0.42
N -0.76 -0.77 -0.84
C -1.91 -0.25 -0.11
O -1.57 -0.28 1.29
H -0.87 -0.44 -1.78
H -0.77 -1.78 -0.69
H -2.79 -0.83 -0.31
H -2.07 0.81 -0.31
H -2.26 -0.59 1.89
```

Results of the Löwdin charge analysis, in e, for atoms 1 through 2: C -0.0324; N 0.0959

The following is a quantum chemistry calculation of 4 unconnected molecules or ions with the total composition C4H15NO3 in a non-equilibrium geometry, from OMol25.

Summary:
SMILES ... C1CCNC1.O.O.O
Frontier orbital gap ... 9.29 eV
DFT total energy ... -12023.3371 eV
Multiplicity ... 1

Structure (XYZ):
```
23
C4H15NO3, DFT ωB97M-V with the def2-TZVPD basis set
C -1.29 0.59 1.16
C -1.08 -0.47 0.11
C 0.30 -0.99 0.44
N 1.05 0.24 0.76
C 0.11 1.22 1.32
H -1.56 0.10 2.11
H -2.04 1.35 0.96
H -1.08 -0.02 -0.88
H -1.88 -1.22 0.08
H 0.28 -1.72 1.24
H 0.83 -1.40 -0.43
H 1.78 0.01 1.41
H 0.15 2.14 0.74
H 0.26 1.49 2.37
O 5.15 0.29 -1.44
H 5.60 1.14 -1.37
H 4.75 0.21 -0.56
O 1.09 3.62 -1.39
H 1.82 3.08 -1.69
H 0.44 3.77 -2.07
O -4.83 -4.10 -0.84
H -5.01 -4.87 -0.29
H -4.81 -4.45 -1.73
```

Results of the Löwdin charge analysis, in e, for atoms 1 through 2: C -0.1925; C -0.2047

The following is a quantum chemistry calculation of C3H4NP in the gas phase in a non-equilibrium geometry, from OMol25.

Summary:
SMILES ... C1=NCC=P1
Frontier orbital gap ... 8.95 eV
DFT total energy ... -13952.3674 eV
Multiplicity ... 1

Structure (XYZ):
```
9
C3H4NP, DFT ωB97M-V with the def2-TZVPD basis set
C -1.47 0.17 0.49
N -0.93 -0.36 -0.79
C 0.47 -0.29 -0.73
C 0.98 0.24 0.56
P -0.24 0.67 1.66
H -2.53 0.18 0.58
H 0.80 0.35 -1.56
H 0.89 -1.28 -0.95
H 2.03 0.33 0.75
```

Results of the Löwdin charge analysis, in e, for atoms 1 through 2: C -0.3543; N -0.0308

The following is a quantum chemistry calculation of 6 unconnected molecules or ions with the total composition C35H57O16P in a non-equilibrium geometry, from OMol25.

Summary:
SMILES ... CCCOC[C@@]1(CCCCCOC(C)=O)CC(=O)O[C@H]1[PH2]=O.O=C1CCCO1.O=C1CCCO1.O=C1CCCO1.O=C1CCCO1.O=C1CCCO1
Frontier orbital gap ... 10.04 eV
DFT total energy ... -79265.5138 eV
Multiplicity ... 1

Structure (XYZ):
```
109
C35H57O16P, DFT ωB97M-V with the def2-TZVPD basis set
C -2.71 3.49 -3.43
C -3.00 1.92 -3.33
C -3.85 1.49 -2.04
O -2.94 1.30 -0.91
C -2.35 -0.01 -0.97
C -0.93 0.05 -0.23
C -0.10 1.30 -0.79
C 1.48 1.11 -0.87
C 2.03 0.06 -1.93
C 1.17 -0.14 -3.26
C 1.37 -1.69 -3.70
O 0.79 -2.00 -5.00
C -0.51 -2.56 -4.87
C -1.76 -1.59 -5.09
O -0.63 -3.78 -4.61
C -1.28 0.37 1.30
C 0.05 -0.26 1.99
O 0.43 0.04 3.13
O 0.68 -1.22 1.10
C -0.24 -1.37 0.00
P -1.32 -2.88 0.45
O -1.53 -3.05 1.97
H -3.65 4.13 -3.24
H -1.92 3.84 -2.67
H -2.35 3.78 -4.48
H -1.99 1.39 -3.36
H -3.55 1.61 -4.30
H -4.48 0.56 -2.21
H -4.54 2.35 -1.75
H -2.23 -0.42 -2.05
H -3.06 -0.76 -0.45
H -0.45 1.68 -1.81
H -0.29 2.17 -0.06
H 1.92 2.15 -1.15
H 1.94 0.87 0.16
H 3.10 0.35 -2.26
H 2.16 -0.96 -1.40
H 1.61 0.47 -4.13
H 0.05 0.01 -3.16
H 0.86 -2.39 -2.92
H 2.48 -1.96 -3.72
H -2.00 -1.56 -6.22
H -2.69 -1.95 -4.54
H -1.57 -0.51 -4.77
H -1.58 1.43 1.60
H -2.15 -0.30 1.59
H 0.14 -1.66 -1.03
H -2.59 -2.89 -0.21
H -0.61 -4.06 -0.01
O -6.24 1.26 0.94
C -5.79 1.08 2.05
C -6.42 1.54 3.34
C -5.27 1.40 4.31
C -4.47 0.27 3.72
O -4.65 0.38 2.30
H -7.25 0.88 3.59
H -6.75 2.57 3.26
H -5.59 1.21 5.34
H -4.67 2.32 4.31
H -4.83 -0.71 4.04
H -3.41 0.34 3.96
O -1.75 -1.24 5.82
C -1.86 -2.43 5.92
C -0.73 -3.42 6.02
C -1.42 -4.73 5.73
C -2.83 -4.47 6.23
O -3.06 -3.08 6.01
H -0.31 -3.39 7.03
H 0.04 -3.20 5.28
H -0.95 -5.59 6.20
H -1.45 -4.90 4.65
H -2.93 -4.68 7.30
H -3.57 -5.06 5.69
O -7.39 -0.40 4.96
C -7.52 -1.59 5.06
C -6.40 -2.59 5.16
C -7.11 -3.89 4.87
C -8.51 -3.62 5.37
O -8.72 -2.22 5.14
H -5.99 -2.56 6.17
H -5.62 -2.38 4.42
H -6.64 -4.76 5.34
H -7.13 -4.07 3.78
H -8.61 -3.83 6.44
H -9.26 -4.20 4.82
O 4.75 0.37 -3.41
C 5.84 0.75 -3.05
C 6.58 0.26 -1.84
C 7.66 1.32 -1.68
C 7.87 1.78 -3.10
O 6.60 1.65 -3.74
H 7.01 -0.72 -2.05
H 5.93 0.22 -0.97
H 8.57 0.95 -1.20
H 7.27 2.14 -1.07
H 8.60 1.16 -3.63
H 8.20 2.82 -3.15
O 11.53 2.68 -3.41
C 11.35 3.77 -3.88
C 10.64 4.06 -5.18
C 11.05 5.49 -5.46
C 11.26 6.04 -4.07
O 11.73 4.94 -3.29
H 9.56 3.97 -5.02
H 10.98 3.38 -5.96
H 10.32 6.05 -6.04
H 11.99 5.50 -6.01
H 10.34 6.42 -3.63
H 12.01 6.84 -4.06
```

Results of the Löwdin charge analysis, in e, for atoms 1 through 2: C -0.1277; C -0.2269

The following is a quantum chemistry calculation of a molecular structure, C22H50NPPdSi4 in a non-equilibrium geometry, from OMol25.

Summary:
Expectation value of S² ... 6.01
Frontier orbital gap (alpha / beta) ... 6.48 / 5.33 eV
Net charge ... +2
DFT total energy ... -69376.2936 eV
Multiplicity ... 5

Structure (XYZ):
```
79
C22H50NPPdSi4, DFT ωB97M-V with the def2-TZVPD basis set
C 4.23 3.33 0.50
C 3.21 3.22 1.43
C 2.02 2.56 1.11
C 1.89 1.97 -0.14
C 2.91 2.06 -1.09
C 4.09 2.74 -0.75
C 0.99 2.48 2.20
C -0.48 2.72 1.86
N -0.83 2.77 0.43
Pd 0.11 0.94 -0.45
C 2.82 1.45 -2.47
P 1.13 1.37 -3.08
H 3.30 3.67 2.42
H 4.89 2.79 -1.49
H 5.13 3.90 0.75
H 3.25 0.42 -2.48
H 3.39 2.04 -3.20
H 1.09 1.52 2.72
H 1.25 3.25 2.94
H -1.09 1.93 2.32
C 0.97 0.41 -4.58
C 0.48 3.01 -3.31
H -0.80 3.68 2.29
C -0.41 4.06 -0.16
C -2.29 2.62 0.25
H 0.35 0.52 -2.17
H -0.85 4.88 0.43
H 0.68 4.16 -0.15
H -0.79 4.15 -1.18
H -2.80 3.46 0.74
H -2.53 2.63 -0.82
H -2.60 1.66 0.68
H 0.82 3.38 -4.28
H -0.62 2.99 -3.30
H 0.83 3.70 -2.54
H 1.56 0.88 -5.38
H 1.31 -0.63 -4.42
H -0.09 0.39 -4.86
H -0.82 -0.28 -1.21
C 1.96 -1.45 2.44
Si 0.09 -1.56 2.48
C -0.43 -3.29 3.06
C -0.60 -0.44 3.84
Si -0.64 -1.16 0.27
Si 0.34 -2.93 -0.96
C 0.10 -4.65 -0.20
C -0.47 -3.00 -2.66
C 2.20 -2.64 -1.12
Si -2.94 -1.66 0.47
C -3.24 -3.52 0.54
C -3.71 -0.93 2.03
C -3.83 -1.01 -1.06
H 2.34 -1.50 3.48
H 2.32 -0.51 1.99
H 2.41 -2.29 1.88
H -0.04 -3.41 4.08
H -1.52 -3.41 3.11
H -0.04 -4.10 2.44
H -0.18 0.57 3.83
H -1.69 -0.35 3.80
H -0.34 -0.90 4.81
H -0.93 -4.85 0.14
H 0.34 -5.38 -0.98
H 0.78 -4.83 0.64
H -0.29 -2.09 -3.25
H -0.05 -3.85 -3.21
H -1.56 -3.15 -2.59
H 2.43 -1.60 -1.37
H 2.73 -2.89 -0.19
H 2.58 -3.28 -1.92
H -2.80 -4.01 1.42
H -4.33 -3.67 0.60
H -2.89 -4.04 -0.36
H -3.47 0.13 2.17
H -4.81 -1.01 1.93
H -3.42 -1.48 2.93
H -3.84 0.09 -1.08
H -3.37 -1.38 -1.98
H -4.87 -1.36 -1.02
```

Results of the Löwdin charge analysis, in e, for atoms 1 through 2: C -0.0353; C -0.0144